ORCA calculation (wB97M-V/def2-TZVPD) on 6 unconnected molecules or ions with the total composition C37H73IN2O23S6.

frontier orbital gap = 8.93 eV
LUMO energy = -0.11 eV
maximum force = 1.00 eV/Å
SMILES = CCOCc1c(CCCCCN)c(I)c(OC[C@@H](C)O)c2c1C(=O)N(CCCS(=O)(=O)O)C2=O.CCOS(C)(=O)=O.CCOS(C)(=O)=O.CCOS(C)(=O)=O.CCOS(C)(=O)=O.CCOS(C)(=O)=O

The geometry in ORCA input format:
```
! wB97M-V def2-TZVPD RIJCOSX def2/J DEFGRID3
* xyz 0 1
C -2.7577 -0.3985 0.7426
C -3.4058 -1.2266 -0.3396
O -3.4848 -0.5670 -1.5971
C -2.3843 -0.8099 -2.4455
C -1.2735 0.1743 -2.1717
C 0.0673 -0.1608 -1.9569
C 0.4834 -1.6007 -2.0489
C 0.5769 -2.0886 -3.4874
C 0.7160 -3.5967 -3.6694
C -0.3063 -4.4723 -2.9430
C 0.2340 -5.2951 -1.7736
N 1.0383 -4.5290 -0.8256
C 0.9585 0.8572 -1.6312
I 2.9870 0.4530 -1.3284
C 0.5823 2.1778 -1.4910
O 1.4552 3.1756 -1.1804
C 1.3518 3.7409 0.1274
C 2.2417 3.0725 1.1428
C 3.7246 3.2982 0.8664
O 1.8369 3.6880 2.3845
C -0.7307 2.4707 -1.7482
C -1.6201 1.4909 -2.0868
C -2.9354 2.1636 -2.3139
O -3.8311 1.8745 -3.0620
N -2.8467 3.3885 -1.6051
C -3.8368 4.4182 -1.8918
C -5.2641 4.0624 -1.4511
C -5.4030 3.2857 -0.1362
S -5.7858 4.2967 1.2521
O -7.0989 4.8258 1.0956
O -5.4654 3.5972 2.4411
O -4.7581 5.4866 1.1408
C -1.4708 3.7554 -1.6907
O -1.0846 4.8872 -1.7942
H -3.1460 0.6153 0.7285
H -2.9160 -0.8642 1.7097
H -1.6805 -0.3203 0.5902
H -2.9075 -2.1936 -0.4327
H -4.4272 -1.4350 -0.0530
H -2.0417 -1.8300 -2.3030
H -2.7184 -0.6998 -3.4737
H -0.2458 -2.1897 -1.5017
H 1.4257 -1.7671 -1.5504
H -0.2766 -1.7379 -4.0659
H 1.4479 -1.6047 -3.9314
H 0.6096 -3.7886 -4.7349
H 1.7256 -3.9161 -3.4174
H -0.7220 -5.1892 -3.6488
H -1.1508 -3.8904 -2.5764
H 0.7696 -6.1645 -2.1560
H -0.6335 -5.6733 -1.2353
H 0.7590 -4.6962 0.1280
H 2.0312 -4.6964 -0.9116
H 0.3190 3.7308 0.4699
H 1.6524 4.7794 0.0360
H 2.0242 2.0069 1.2219
H 3.8502 4.1244 0.1727
H 4.2087 2.4171 0.4679
H 4.2255 3.5844 1.7819
H 2.0231 3.0603 3.0889
H -3.4898 5.3421 -1.4439
H -3.8550 4.5904 -2.9670
H -5.8336 4.9872 -1.3646
H -5.7508 3.4900 -2.2294
H -4.5034 2.7503 0.1386
H -6.2227 2.5761 -0.1757
H -4.9896 6.0472 0.3844
C -8.0540 1.6076 2.8533
C -7.8455 0.5587 3.9247
O -8.5036 -0.7082 3.6311
S -7.8149 -1.6624 2.5782
C -8.8179 -3.0782 2.8487
O -6.4711 -1.9195 3.0058
O -8.0363 -1.1724 1.2525
H -7.5683 1.3259 1.9201
H -7.6353 2.5575 3.1768
H -9.1173 1.7350 2.6489
H -6.7881 0.3717 4.1156
H -8.2958 0.8762 4.8619
H -8.6537 -3.4374 3.8604
H -8.5081 -3.8220 2.1174
H -9.8560 -2.8019 2.6884
C -6.0925 -1.1737 -4.1225
C -6.5092 -1.4661 -2.6969
O -7.9401 -1.3586 -2.4919
S -8.8531 -2.5304 -3.0214
C -10.3214 -2.0506 -2.1834
O -8.3719 -3.7722 -2.4929
O -9.0524 -2.4037 -4.4320
H -6.4623 -1.9289 -4.8150
H -5.0042 -1.1535 -4.1765
H -6.4788 -0.2069 -4.4447
H -6.1727 -2.4496 -2.3686
H -6.0812 -0.7314 -2.0216
H -10.1554 -2.1327 -1.1130
H -11.1028 -2.7339 -2.5086
H -10.5654 -1.0315 -2.4690
C 5.7025 -6.1083 2.4067
C 4.4948 -5.3268 1.9350
O 4.8415 -4.1103 1.2323
S 5.3868 -4.2485 -0.2508
C 5.2730 -2.5605 -0.7005
O 4.4494 -5.0346 -1.0024
O 6.7564 -4.6565 -0.2238
H 6.2771 -6.5014 1.5704
H 5.3725 -6.9452 3.0225
H 6.3620 -5.4725 2.9969
H 3.8466 -5.9306 1.2979
H 3.9033 -4.9825 2.7804
H 4.2291 -2.2569 -0.6932
H 5.6922 -2.4729 -1.7005
H 5.8597 -1.9693 -0.0034
C 9.4683 2.7063 4.3295
C 8.5961 1.9514 5.3104
O 7.3744 2.6548 5.6424
S 6.2207 2.6683 4.5553
C 4.9443 3.2915 5.5893
O 5.9345 1.3179 4.1745
O 6.5210 3.6363 3.5472
H 8.9949 2.7903 3.3526
H 10.4162 2.1805 4.2113
H 9.6664 3.7152 4.6894
H 8.3409 0.9555 4.9457
H 9.1019 1.8351 6.2658
H 4.7322 2.5639 6.3671
H 4.0758 3.4424 4.9516
H 5.2695 4.2388 6.0097
C 9.1387 1.7376 -3.3384
C 9.4159 0.5780 -2.4060
O 9.3756 0.9512 -1.0054
S 7.9543 1.2005 -0.3551
C 8.4623 1.2275 1.3258
O 7.1349 0.0493 -0.5992
O 7.4665 2.4898 -0.7267
H 8.1151 2.0949 -3.2422
H 9.2961 1.4163 -4.3681
H 9.8058 2.5713 -3.1217
H 8.7241 -0.2490 -2.5697
H 10.4250 0.1988 -2.5473
H 8.8438 0.2467 1.5951
H 7.5759 1.4720 1.9096
H 9.2203 1.9967 1.4450
*
```

=====

ORCA calculation (wB97M-V/def2-TZVPD) on 5 unconnected molecules or ions with the total composition C37H74NO.

frontier orbital gap = 8.98 eV
LUMO energy = -3.09 eV
maximum force = 2.65 eV/Å

The geometry in ORCA input format:
```
! wB97M-V def2-TZVPD RIJCOSX def2/J DEFGRID3
* xyz 1 1
O -1.3932 3.3422 -2.0309
C -1.0268 2.2038 -1.8709
C -1.9901 0.9756 -1.7663
C -3.1449 1.1536 -0.7218
C -3.9256 -0.2299 -0.5170
C -2.9775 -1.2813 0.1906
C -2.2006 -0.7539 1.4527
N -1.6958 0.6462 1.3259
C -2.6616 1.5955 0.7028
C 0.5012 1.8827 -1.7972
C 0.9753 0.6459 -2.4461
C 2.3466 0.2008 -2.4225
C 3.3058 1.0449 -1.7008
C 2.8570 2.2760 -1.0881
C 1.4648 2.7226 -1.1108
H -2.4046 0.7951 -2.7989
H -1.3824 0.0812 -1.4863
H -3.8461 1.9254 -1.1323
H -4.2774 -0.6039 -1.5165
H -4.7942 0.0095 0.1541
H -3.5591 -2.1913 0.5021
H -2.2210 -1.6341 -0.5576
H -2.8057 -0.9397 2.3751
H -1.2889 -1.4074 1.5612
H -0.7731 0.7200 0.8635
H -1.5322 0.9863 2.2879
H -3.5651 1.6299 1.3765
H -2.2658 2.6498 0.7067
H 0.1984 0.0301 -2.9618
H 2.6015 -0.7598 -2.9173
H 4.3602 0.7048 -1.6584
H 3.5947 2.9235 -0.5645
H 1.1568 3.6747 -0.6195
C 5.4850 -5.0678 1.4019
C 4.7098 -4.7019 0.1412
C 4.4953 -3.1969 -0.0203
C 3.6683 -2.5322 1.0826
C 2.2678 -3.1110 1.2830
C 1.3730 -2.9582 0.0591
H 4.9478 -4.7733 2.3058
H 5.6406 -6.1475 1.4476
H 6.4654 -4.5851 1.4095
H 3.7507 -5.2290 0.1337
H 5.2665 -5.0675 -0.7268
H 4.0233 -3.0126 -0.9916
H 5.4720 -2.7029 -0.0637
H 3.5812 -1.4639 0.8517
H 4.2112 -2.5895 2.0306
H 1.7972 -2.5919 2.1256
H 2.3249 -4.1649 1.5679
H 1.2684 -1.9040 -0.2173
H 0.3749 -3.3547 0.2681
H 1.7692 -3.5021 -0.8003
C -9.0906 -2.3650 -4.3961
C -9.2796 -0.8751 -4.1328
C -7.9628 -0.1033 -4.0517
C -7.0289 -0.5265 -2.9157
C -7.6273 -0.4357 -1.5100
C -8.0118 0.9830 -1.1074
H -8.5429 -2.8519 -3.5865
H -10.0607 -2.8589 -4.4807
H -8.5465 -2.5290 -5.3291
H -9.8628 -0.7354 -3.2176
H -9.8785 -0.4523 -4.9445
H -8.1867 0.9643 -3.9612
H -7.4264 -0.2167 -4.9997
H -6.1283 0.0993 -2.9591
H -6.6886 -1.5530 -3.0870
H -6.8868 -0.8106 -0.7946
H -8.4970 -1.0919 -1.4205
H -7.1452 1.6493 -1.1478
H -8.3985 0.9945 -0.0858
H -8.7888 1.3896 -1.7567
C -1.9948 5.8563 1.8499
C -3.0535 5.4122 2.8520
C -4.4691 5.4062 2.2732
C -4.9958 6.7685 1.8170
C -5.0154 7.8514 2.8958
C -5.9297 7.5198 4.0692
H -2.1557 6.8840 1.5222
H -1.0026 5.8064 2.3049
H -1.9963 5.2079 0.9684
H -3.0052 6.0465 3.7411
H -2.8108 4.3964 3.1868
H -5.1499 4.9835 3.0191
H -4.4993 4.7205 1.4169
H -6.0119 6.6333 1.4316
H -4.4005 7.1252 0.9709
H -5.3600 8.7846 2.4404
H -4.0029 8.0461 3.2618
H -6.9568 7.3638 3.7313
H -5.9329 8.3404 4.7893
H -5.6004 6.6216 4.5965
C 12.3503 -3.6754 2.1456
C 10.9267 -3.1298 2.1313
C 9.9037 -4.1235 1.5808
C 10.1153 -4.5386 0.1225
C 10.1311 -3.3898 -0.8859
C 8.8158 -2.6235 -0.9501
H 12.7069 -3.8988 1.1383
H 13.0313 -2.9409 2.5807
H 12.4111 -4.5873 2.7440
H 10.8976 -2.1953 1.5628
H 10.6430 -2.8733 3.1567
H 8.9021 -3.6957 1.6972
H 9.9173 -5.0260 2.2015
H 9.3218 -5.2422 -0.1540
H 11.0526 -5.0960 0.0348
H 10.3394 -3.8044 -1.8773
H 10.9494 -2.6984 -0.6661
H 7.9889 -3.2895 -1.2117
H 8.8718 -1.8403 -1.7097
H 8.5829 -2.1420 0.0026
*
```

=====

ORCA calculation (wB97M-V/def2-TZVPD) on 10 unconnected molecules or ions with the total composition C37H77N3O17.

frontier orbital gap = 9.55 eV
LUMO energy = 0.42 eV
maximum force = 5.93 eV/Å
SMILES = CCOC(C)=O.CCOC(C)=O.CCOC(C)=O.CCOC(C)=O.CCOC(C)=O.CCOC(C)=O.CCOC(C)=O.CN(C)C=O.CN(C)C=O.CN(C)C=O

The geometry in ORCA input format:
```
! wB97M-V def2-TZVPD RIJCOSX def2/J DEFGRID3
* xyz 0 1
C 0.6571 13.2937 7.0641
C 1.3791 12.0728 7.6657
O 1.4000 10.9147 6.9049
C 2.0766 10.7355 5.7871
C 2.2446 9.3599 5.2360
O 2.3895 11.6530 5.0460
H 0.8322 14.0804 7.7980
H -0.3938 13.0343 6.9357
H 1.1884 13.5013 6.1353
H 2.3468 12.4639 7.9798
H 0.8296 11.8807 8.5872
H 2.5504 8.7303 6.0715
H 2.9813 9.4375 4.4365
H 1.3242 8.8857 4.8951
C 5.0035 -5.4246 3.1726
C 5.1783 -4.8833 1.7556
O 6.4146 -5.3143 1.3444
C 6.7298 -5.2207 -0.0002
C 7.8981 -6.0457 -0.5308
O 6.1744 -4.4643 -0.8013
H 3.9414 -5.3937 3.4158
H 5.6062 -4.7384 3.7676
H 5.3254 -6.4460 3.3754
H 4.3788 -5.2309 1.1013
H 5.2157 -3.7951 1.8075
H 8.8170 -6.2030 0.0340
H 8.1893 -5.5772 -1.4709
H 7.5128 -7.0635 -0.5927
C -3.2595 -9.3939 9.4500
C -3.8248 -7.9074 9.1916
O -3.8524 -7.6995 7.7844
C -2.7326 -7.2290 7.1330
C -2.8745 -6.8652 5.6665
O -1.7451 -6.7755 7.7425
H -4.0123 -10.1804 9.3983
H -3.1145 -9.4509 10.5288
H -2.2850 -9.7058 9.0743
H -4.8357 -7.7467 9.5662
H -3.2751 -7.0454 9.5695
H -2.5114 -7.5667 4.9153
H -2.6315 -5.8185 5.4831
H -3.9434 -6.8294 5.4561
C -3.4787 10.7966 2.3812
C -2.8687 9.6081 1.5941
O -3.0111 8.4408 2.3461
C -3.9558 7.5904 2.0960
C -3.7055 6.1932 2.7341
O -4.8414 7.7569 1.2911
H -4.5197 10.9495 2.0968
H -3.0286 11.7208 2.0187
H -3.3951 10.8140 3.4678
H -3.3248 9.6524 0.6051
H -1.8072 9.8554 1.5918
H -4.4943 5.9270 3.4377
H -2.8154 6.0875 3.3543
H -3.7750 5.5410 1.8636
C 1.2413 -14.0199 -4.7689
C 2.0029 -12.8782 -4.2773
O 1.1828 -11.6696 -4.2738
C 1.6840 -10.5757 -3.8466
C 0.7737 -9.4046 -4.0747
O 2.7684 -10.2913 -3.2867
H 1.6640 -15.0238 -4.8093
H 1.2039 -13.7898 -5.8337
H 0.2284 -14.0999 -4.3744
H 2.5816 -13.1009 -3.3809
H 2.8431 -12.8162 -4.9689
H 1.2787 -8.4602 -4.2776
H 0.2733 -9.2103 -3.1260
H -0.0047 -9.4785 -4.8342
C -0.3198 2.2536 -15.2309
C -0.3390 1.7000 -13.8503
O 0.1051 2.7174 -12.9211
C 1.3131 2.6730 -12.4161
C 1.4569 3.3909 -11.0780
O 2.3054 2.1738 -13.0082
H -0.5029 1.5018 -15.9986
H 0.5724 2.8661 -15.3610
H -1.1333 2.9649 -15.3735
H -1.2829 1.2356 -13.5650
H 0.3576 0.8671 -13.7544
H 0.8037 4.2635 -11.0892
H 2.4675 3.7834 -10.9657
H 1.1330 2.7225 -10.2803
C 2.9866 0.9078 8.8660
C 3.3681 1.9487 9.9674
O 3.1665 1.5088 11.2784
C 3.4903 2.3412 12.3175
C 3.2415 1.7845 13.6890
O 3.9970 3.4420 12.2245
H 1.9302 0.7289 9.0666
H 3.4940 -0.0569 8.8659
H 3.0975 1.4178 7.9091
H 4.3439 2.4278 9.8869
H 2.9920 2.9357 9.6979
H 3.0032 0.7272 13.5732
H 2.4535 2.3429 14.1943
H 4.1297 1.9714 14.2926
C -3.4919 -5.6988 -8.1319
N -2.9026 -4.3337 -7.9615
C -3.1520 -3.6326 -6.6819
C -2.1138 -3.7583 -8.8893
O -1.4547 -2.7268 -8.6764
H -4.5436 -5.4147 -8.1677
H -3.2637 -6.4461 -7.3719
H -3.2986 -6.1008 -9.1265
H -2.7143 -2.6421 -6.5573
H -4.2313 -3.5738 -6.5415
H -2.5525 -4.1867 -5.9597
H -1.9754 -4.3291 -9.8205
C 1.6063 1.8144 -0.6030
N 1.0862 0.4133 -0.7789
C 1.4877 -0.1017 -2.1237
C 0.4169 -0.2823 0.1985
O 0.1607 0.0784 1.3690
H 2.6664 2.0281 -0.7396
H 1.2960 2.1347 0.3916
H 1.3100 2.6167 -1.2787
H 0.9178 0.3115 -2.9559
H 2.5606 0.0682 -2.2144
H 1.2909 -1.1734 -2.1546
H 0.2788 -1.3567 0.0017
C -5.7482 6.0444 -4.6582
N -5.6070 4.6310 -4.3636
C -4.5661 3.9937 -5.2076
C -6.5570 3.9167 -3.6629
O -6.2872 2.7042 -3.5330
H -5.8465 6.2768 -5.7186
H -4.7795 6.4422 -4.3556
H -6.4760 6.5428 -4.0179
H -4.8998 3.6882 -6.1992
H -3.7786 4.7472 -5.2194
H -4.0584 3.1919 -4.6715
H -7.4042 4.4288 -3.1809
*
```